No. 1
The following is a DFT calculation (ωB97M-V/def2-TZVPD) of a molecular structure, C2H33O15V in a non-equilibrium geometry.

```
51
Properties=species:S:1:pos:R:3:lowdin_spin:R:1
V 1.96 2.94 -2.11 3.00
C -0.57 -0.05 -0.19 0.00
C 0.33 1.06 0.29 0.00
O 0.79 1.96 -0.68 -0.03
H -1.49 0.25 -0.68 0.00
H -0.88 -0.69 0.64 0.00
H 0.01 -0.74 -0.81 0.00
H 1.11 0.57 0.89 0.00
H -0.24 1.53 1.09 0.00
O -0.23 -3.48 0.29 0.00
H 0.61 -3.19 -0.08 0.00
H -0.23 -4.43 0.17 0.00
O -3.88 -1.34 0.27 0.00
H -3.17 -1.84 0.66 0.00
H -4.61 -1.96 0.21 0.00
O -1.92 3.33 -0.86 0.00
H -1.16 2.74 -0.86 0.00
H -2.57 2.89 -0.31 0.00
O 3.79 2.13 -1.24 0.03
H 3.67 1.53 -0.49 0.00
H 4.74 2.21 -1.36 0.00
O -1.03 -3.35 -2.51 0.00
H -1.83 -3.68 -2.10 0.00
H -0.55 -2.92 -1.80 0.00
O 1.95 -1.94 -2.63 0.00
H 2.17 -2.18 -1.73 0.00
H 2.80 -1.87 -3.08 0.00
O 2.74 0.04 3.05 0.00
H 3.07 0.14 3.94 0.00
H 1.81 -0.17 3.15 0.00
O 3.03 3.37 1.68 0.00
H 2.52 4.19 1.64 0.00
H 2.42 2.69 1.36 0.00
O -1.95 -3.22 2.42 0.00
H -1.42 -3.11 1.63 0.00
H -2.33 -4.10 2.35 0.00
O -3.38 -0.06 -2.32 0.00
H -2.48 -0.19 -2.66 0.00
H -3.40 -0.53 -1.48 0.00
O -0.80 -0.46 -3.43 0.00
H -0.29 -1.25 -3.23 0.00
H -0.14 0.19 -3.69 0.00
O -3.54 1.66 0.84 0.00
H -4.43 2.01 0.79 0.00
H -3.66 0.72 0.99 0.00
O 0.66 3.09 3.73 0.00
H 0.16 2.56 3.11 0.00
H 1.39 3.44 3.22 0.00
O 3.79 -0.10 0.41 0.00
H 3.65 0.22 1.31 0.00
H 3.00 -0.61 0.21 0.00
```

Output
- Kohn-Sham gap (alpha / beta): 6.44 / 6.42 eV
- Expectation value of S²: 3.7714
- Energy above the lowest of the compared OMol25 structures with the same formula, charge and spin: 113.1 kcal/mol
- Calculated total energy: -2168.2648 a.u.
- Multiplicity: 4
- Charge: +1

No. 2
The following is a DFT calculation (ωB97M-V/def2-TZVPD) of 18 unconnected molecules or ions with the total composition C2H34F6NO21S2 in a non-equilibrium geometry.

```
66
Properties=species:S:1:pos:R:3:mulliken_charge:R:1
C 10.25 20.85 -12.24 0.22
F 9.31 21.49 -11.58 -0.25
F 11.30 20.65 -11.45 0.24
F 9.76 19.72 -12.73 -0.05
S 10.73 21.94 -13.74 0.72
O 9.54 21.99 -14.58 -0.77
O 11.14 23.20 -13.17 -0.47
N 11.97 20.87 -14.41 -0.18
S 12.81 21.99 -15.16 1.25
O 12.07 22.89 -16.01 -0.64
O 13.80 22.69 -14.35 -0.69
C 13.90 20.95 -16.34 0.33
F 13.16 20.31 -17.23 -0.21
F 14.76 21.77 -16.94 -0.17
F 14.68 20.09 -15.67 -0.23
O 6.15 19.24 -13.33 -0.62
H 5.94 18.47 -12.80 0.27
H 6.98 19.01 -13.78 0.34
O 11.18 21.19 -8.80 -0.66
H 10.38 21.74 -8.85 0.30
H 11.50 21.17 -9.72 0.28
O 14.99 21.52 -19.78 -0.59
H 15.51 21.99 -20.44 0.28
H 14.31 22.14 -19.51 0.30
O 15.63 25.90 -13.89 -0.63
H 16.53 25.88 -13.55 0.29
H 15.53 25.06 -14.34 0.33
O 9.05 20.90 -17.03 -0.71
H 8.95 21.63 -17.65 0.30
H 9.32 21.32 -16.19 0.48
O 8.52 18.23 -15.01 -0.60
H 8.37 17.32 -15.27 0.27
H 9.40 18.45 -15.41 0.42
O 11.97 23.61 -10.40 -0.62
H 11.77 23.56 -11.34 0.38
H 12.93 23.61 -10.35 0.29
O 11.91 17.54 -11.25 -0.67
H 11.18 17.43 -11.90 0.38
H 11.48 17.76 -10.42 0.27
O 17.77 21.87 -15.54 -0.55
H 18.34 22.38 -16.13 0.29
H 17.09 22.48 -15.26 0.29
O 10.94 18.98 -16.20 -0.84
H 10.49 19.54 -16.85 0.40
H 11.35 19.62 -15.57 0.25
O 6.14 22.10 -12.54 -0.64
H 5.97 22.27 -13.48 0.34
H 6.55 21.23 -12.54 0.31
O 9.50 16.71 -12.43 -0.80
H 9.10 17.07 -11.63 0.34
H 9.25 17.34 -13.13 0.44
O 6.59 21.84 -15.46 -0.61
H 5.87 21.27 -15.75 0.30
H 7.40 21.37 -15.73 0.28
O 17.47 19.11 -16.38 -0.63
H 16.93 19.62 -15.77 0.31
H 17.05 19.25 -17.24 0.31
O 13.68 19.26 -9.33 -0.64
H 12.81 19.64 -9.50 0.24
H 14.29 19.88 -9.72 0.33
O 11.87 25.81 -14.21 -0.63
H 12.83 25.86 -14.16 0.30
H 11.61 25.24 -13.48 0.33
O 13.42 19.20 -12.91 -0.65
H 12.75 19.75 -13.38 0.24
H 12.91 18.52 -12.44 0.51
```

Output
- Kohn-Sham gap: 9.81 eV
- Energy above the lowest of the compared OMol25 structures with the same formula, charge and spin: 24.4 kcal/mol
- Calculated total energy: -3127.0382 a.u.
- Charge: -1

No. 3
The following is a DFT calculation (ωB97M-V/def2-TZVPD) of 16 unconnected molecules or ions with the total composition C2H35O16 in a non-equilibrium geometry.

```
53
Properties=species:S:1:pos:R:3:mulliken_charge:R:1
C -1.13 0.15 0.12 0.65
C 0.40 0.10 0.24 0.64
O 0.90 -1.03 0.88 -1.07
H -1.56 0.01 1.11 -0.82
H -1.46 -0.66 -0.54 -0.10
H -1.48 1.05 -0.39 0.20
H 0.77 0.99 0.77 0.20
H 0.84 0.26 -0.77 -0.47
O -3.48 -2.85 -0.54 -0.57
H -3.64 -1.90 -0.44 0.27
H -4.36 -3.25 -0.53 0.27
O -0.36 2.90 -2.13 -0.75
H -1.08 2.39 -2.54 0.28
H 0.32 2.96 -2.81 0.48
O 2.69 -2.41 -1.08 -0.74
H 1.99 -2.14 -0.46 0.34
H 3.03 -1.56 -1.43 0.42
O 0.78 0.25 3.45 -0.74
H 0.73 -0.15 2.54 0.39
H 0.98 1.18 3.27 0.36
O -1.61 -2.28 2.33 -0.64
H -2.29 -1.61 2.26 0.31
H -0.84 -1.90 1.85 0.41
O 1.70 2.56 -3.47 -0.78
H 2.14 3.21 -2.91 0.36
H 1.53 1.81 -2.88 0.39
O 3.53 0.03 -2.11 -0.64
H 3.47 0.84 -1.60 0.30
H 4.26 0.18 -2.73 0.26
O -0.45 3.52 0.55 -0.63
H -0.38 3.15 -0.37 0.35
H -1.28 3.20 0.90 0.31
O -1.14 -1.06 -3.62 -0.59
H -1.71 -1.14 -2.85 0.29
H -1.12 -1.95 -4.00 0.29
O -3.01 1.45 -2.34 -0.66
H -3.22 0.91 -3.11 0.32
H -3.01 0.83 -1.60 0.34
O -2.72 1.21 3.67 -0.60
H -2.79 1.74 2.87 0.30
H -3.30 0.46 3.53 0.28
O 1.07 3.28 2.99 -0.68
H 0.87 3.43 2.04 0.34
H 2.01 3.04 3.00 0.33
O 3.55 -0.15 1.43 -0.73
H 3.87 -1.04 1.57 0.32
H 2.60 -0.28 1.18 0.40
O -0.53 -3.23 -0.50 -0.66
H -1.49 -3.30 -0.35 0.37
H -0.25 -2.45 0.02 0.21
O 1.85 -3.97 1.69 -0.69
H 2.23 -3.70 2.54 0.28
H 1.58 -3.13 1.28 0.34
```

Output
- Kohn-Sham gap: 7.21 eV
- Energy above the lowest of the compared OMol25 structures with the same formula, charge and spin: 48.1 kcal/mol
- Calculated total energy: -1301.0686 a.u.
- Charge: -1

No. 4
The following is a DFT calculation (ωB97M-V/def2-TZVPD) of 17 unconnected molecules or ions with the total composition C2H37O17 in a non-equilibrium geometry.

```
56
Properties=species:S:1:pos:R:3:mulliken_charge:R:1
C 0.16 0.88 0.56 -0.94
C -0.45 -0.51 0.65 1.30
O 0.44 -1.52 0.41 0.81
H 0.91 1.00 1.35 0.86
H -0.57 1.64 0.74 0.74
H 0.56 1.06 -0.50 -0.63
H -1.31 -0.64 -0.12 -2.27
H -0.84 -0.70 1.64 0.93
O 2.22 3.35 1.48 -0.69
H 2.79 3.27 2.24 0.28
H 1.38 3.64 1.78 0.28
O 3.05 -0.56 -0.08 -0.78
H 2.23 -0.76 0.41 0.27
H 3.14 -1.26 -0.71 0.33
O 1.23 -1.25 -2.26 -0.83
H 0.96 -1.36 -1.32 0.09
H 1.75 -0.46 -2.28 0.32
O 2.40 1.36 -2.51 -0.74
H 2.14 0.98 -3.35 0.34
H 3.30 1.06 -2.47 0.26
O -3.47 -2.45 0.90 -0.70
H -3.58 -1.51 1.08 0.38
H -2.72 -2.80 1.35 0.34
O 2.31 -3.50 0.92 -0.66
H 1.63 -2.88 0.65 0.10
H 1.98 -4.36 0.74 0.32
O -0.61 -3.33 -1.16 -0.71
H -0.24 -2.59 -0.63 0.11
H 0.10 -3.62 -1.73 0.28
O -0.93 0.46 -2.79 -0.76
H -0.87 1.20 -2.16 0.34
H -0.20 -0.21 -2.64 0.40
O -0.74 -3.38 1.93 -0.79
H -0.36 -2.83 1.23 0.28
H 0.04 -3.72 2.40 0.31
O 2.15 3.66 -1.21 -0.79
H 2.28 2.88 -1.73 0.51
H 2.01 3.36 -0.31 0.42
O -0.55 3.22 -1.89 -0.64
H 0.33 3.35 -1.60 0.29
H -0.85 4.09 -2.07 0.25
O -3.81 0.18 0.82 -0.60
H -3.26 0.80 0.41 0.28
H -4.40 0.74 1.28 0.25
O 1.88 -1.24 2.60 -0.66
H 1.73 -0.44 3.06 0.44
H 1.29 -1.29 1.86 0.10
O -3.02 -1.29 -1.85 -0.69
H -2.10 -1.13 -1.93 0.36
H -3.13 -1.41 -0.90 0.42
O -2.82 2.58 -0.60 -0.65
H -1.95 2.61 -1.07 0.41
H -3.43 2.99 -1.20 0.28
O 0.28 1.04 3.59 -0.66
H -0.12 0.81 2.79 0.19
H -0.36 0.77 4.24 0.30
```

Output
- Kohn-Sham gap: 8.50 eV
- Energy above the lowest of the compared OMol25 structures with the same formula, charge and spin: 57.5 kcal/mol
- Calculated total energy: -1377.5312 a.u.
- Charge: -1

No. 5
The following is a DFT calculation (ωB97M-V/def2-TZVPD) of 16 unconnected molecules or ions with the total composition C2H38N2O15 in a non-equilibrium geometry.

```
57
Properties=species:S:1:pos:R:3:mulliken_charge:R:1
N 0.36 1.87 0.47 0.00
C -0.80 1.44 1.22 -0.23
C -0.94 2.00 2.66 -0.77
N 0.02 1.36 3.56 -0.27
H 0.77 2.68 0.92 0.30
H 0.34 2.00 -0.60 0.06
H -0.61 0.32 1.16 0.03
H -1.71 1.81 0.73 0.20
H -0.81 3.17 2.72 0.33
H -1.96 1.86 2.98 0.35
H 0.73 0.75 3.28 0.19
H 0.15 1.91 4.36 0.16
H 1.10 -0.99 1.71 0.06
H 2.64 -0.79 1.96 0.34
O 1.82 -1.33 2.12 -0.64
H 0.45 -4.00 -0.55 0.26
H 0.17 -3.21 0.70 0.27
O 0.41 -3.12 -0.23 -0.68
H 2.37 -1.94 -3.51 0.32
H 1.85 -1.26 -2.09 0.47
O 2.25 -1.03 -2.97 -0.72
H -3.70 0.03 -0.86 0.33
H -4.59 0.85 0.01 0.33
O -4.24 0.78 -0.97 -0.63
H 1.54 -0.03 -0.15 0.29
H 0.95 -1.48 -0.08 0.44
O 1.33 -0.81 -0.60 -0.40
H -2.00 -3.45 -1.44 0.25
H -2.26 -2.18 -2.12 0.26
O -2.58 -2.75 -1.38 -0.47
H -3.91 -2.63 0.17 0.30
H -3.41 -1.57 1.23 0.33
O -4.05 -1.69 0.33 -0.69
H 3.74 1.19 0.47 0.30
H 2.81 1.93 1.53 0.29
O 3.11 0.99 1.27 -0.67
H 0.20 -1.14 -3.84 0.30
H -0.16 -0.89 -2.41 0.45
O -0.59 -1.17 -3.22 -0.74
H -1.15 0.43 -3.02 0.41
H -2.31 1.01 -2.16 0.28
O -1.64 1.24 -2.83 -0.80
H 2.14 2.05 -2.74 0.42
H 3.39 1.15 -2.50 0.31
O 3.06 2.08 -2.65 -0.75
H 0.97 -3.02 2.30 0.40
H -0.22 -3.39 3.09 0.32
O 0.38 -3.70 2.43 -0.71
H -0.18 2.22 -2.63 0.32
H 0.39 3.63 -3.05 0.25
O 0.49 2.88 -2.42 -0.68
H 1.78 3.62 -0.45 0.25
H 2.72 2.86 -1.08 0.42
O 2.55 3.13 -0.19 -0.71
H -0.45 -0.84 4.66 0.34
H -1.90 -0.46 4.46 0.26
O -1.31 -1.19 4.48 -0.61
```

Output
- Kohn-Sham gap: 8.95 eV
- Energy above the lowest of the compared OMol25 structures with the same formula, charge and spin: 45.0 kcal/mol
- Calculated total energy: -1337.0049 a.u.
- Charge: 0